Record 1
C22H26O5 in the gas phase, computed with ωB97M-V/def2-TZVPD.

The geometry in XYZ format:
```
53
C22H26O5 ωB97M-V/def2-TZVPD
C -4.454 1.633 -3.147
C -3.207 2.315 -2.641
O -2.250 1.325 -2.173
C -1.102 1.884 -1.696
O -1.114 3.007 -1.210
C 0.124 0.919 -1.653
C -0.272 -0.398 -2.295
C 1.220 1.840 -2.457
C 2.024 1.231 -3.638
O 1.542 2.974 -2.047
C 0.486 0.507 0.023
C 1.543 -0.551 0.097
C 2.793 -0.130 -0.371
C 3.922 -0.905 -0.257
C 3.833 -2.204 0.277
O 5.008 -2.899 0.423
C 4.994 -3.995 1.374
C 2.597 -2.614 0.816
C 1.443 -1.849 0.669
C -0.474 0.427 1.145
C -1.677 1.114 1.039
C -2.650 1.090 1.990
C -2.469 0.330 3.163
O -3.472 0.394 4.085
C -3.290 -0.307 5.334
C -1.208 -0.305 3.365
C -0.203 -0.134 2.415
H -5.197 2.409 -3.416
H -4.258 1.071 -4.072
H -4.894 0.956 -2.405
H -2.729 2.841 -3.461
H -3.458 3.013 -1.842
H -1.228 -0.628 -1.742
H -0.480 -0.419 -3.407
H 0.516 -1.137 -2.036
H 2.321 0.167 -3.479
H 1.485 1.374 -4.594
H 2.953 1.835 -3.770
H 0.934 1.563 0.005
H 2.844 0.844 -0.837
H 4.901 -0.531 -0.577
H 6.017 -4.332 1.376
H 4.673 -3.644 2.376
H 4.313 -4.796 1.047
H 2.568 -3.573 1.367
H 0.493 -2.296 0.960
H -1.853 1.718 0.172
H -3.581 1.621 1.866
H -4.270 -0.215 5.792
H -3.006 -1.352 5.159
H -2.505 0.187 5.918
H -1.041 -0.902 4.285
H 0.795 -0.477 2.686
```

Output
Energy above the lowest of the compared OMol25 structures with the same formula, charge and spin: 22.6 kcal/mol
Calculated total energy: -33470.149 eV
SMILES: CCOC(=O)[C@@](C)(C(C)=O)C(c1ccc(OC)cc1)c1ccc(OC)cc1
F_max: 0.0815 Eh/bohr

Record 2
A gas-phase ion, C3H7N4O3 (charge +1), computed with ωB97M-V/def2-TZVPD.

The geometry in XYZ format:
```
17
C3H7N4O3 ωB97M-V/def2-TZVPD
C -1.065 1.209 -0.088
N -0.351 -0.041 0.288
C -1.138 -1.267 -0.120
C 1.070 0.060 -0.139
N 1.913 1.151 0.530
O 1.321 1.897 1.256
N 1.923 -1.137 0.399
O 1.403 -1.787 1.239
N 1.169 0.169 -1.495
O 2.228 0.077 -2.014
H -1.267 1.192 -1.180
H -2.044 1.070 0.153
H -0.590 2.041 0.418
H -0.287 -0.275 1.327
H -1.434 -0.957 -1.053
H -0.783 -2.250 -0.005
H -2.068 -1.152 0.484
```

Output
Energy above the lowest of the compared OMol25 structures with the same formula, charge and spin: 206.4 kcal/mol
Calculated total energy: -15310.842 eV
SMILES: C[NH+](C)C(N=O)(N=O)N=O
F_max: 0.0703 Eh/bohr
Total charge: +1

Record 3
2 unconnected molecules or ions with the total composition C6H13N, computed with ωB97M-V/def2-TZVPD.

The geometry in XYZ format:
```
20
C6H13N ωB97M-V/def2-TZVPD
C -0.167 1.288 0.453
C 0.027 0.880 -0.951
C 1.187 1.176 -1.663
C 1.512 0.621 -2.864
C -0.012 0.081 1.405
N -1.164 -0.816 1.280
C -1.005 -2.001 2.131
H -1.068 1.833 0.746
H 0.639 1.971 0.771
H -1.072 -0.142 -2.647
H -0.704 0.206 -1.597
H 1.918 1.873 -1.264
H 2.482 0.759 -3.320
H 0.720 0.249 -3.503
H 0.933 -0.415 1.147
H -0.011 0.467 2.421
H -1.137 -1.141 0.316
H -1.168 -1.681 3.159
H -0.062 -2.550 2.066
H -1.847 -2.656 1.914
```

Output
Energy above the lowest of the compared OMol25 structures with the same formula, charge and spin: 149.9 kcal/mol
Calculated total energy: -7916.333 eV
F_max: 0.0291 Eh/bohr

Record 4
12 unconnected molecules or ions with the total composition C6H38N2O11, computed with ωB97M-V/def2-TZVPD.

The geometry in XYZ format:
```
57
C6H38N2O11 ωB97M-V/def2-TZVPD
C -2.737 -2.271 -0.140
C -1.433 -2.087 0.676
N -1.456 -0.741 1.341
C -0.038 -0.348 1.423
C 0.254 1.038 2.123
C 1.650 0.952 2.846
N 0.343 2.187 1.225
C 0.267 3.555 1.977
H -3.128 -3.263 -0.026
H -2.565 -2.147 -1.232
H -3.532 -1.533 0.150
H -0.530 -2.267 0.081
H -1.446 -2.906 1.396
H -1.883 -0.830 2.247
H 0.344 -0.169 0.386
H 0.606 -1.048 1.979
H -0.653 1.118 2.763
H 1.490 0.666 3.903
H 2.146 0.045 2.440
H 2.089 1.934 2.684
H -0.428 2.232 0.544
H 0.546 4.176 1.158
H 0.957 3.434 2.818
H -0.717 3.858 2.232
O -0.334 -2.810 3.357
H -1.123 -2.803 2.816
H -0.230 -1.950 3.785
O 2.294 2.938 -0.545
H 2.077 2.798 0.400
H 1.433 2.785 -0.950
O -1.187 3.193 -1.829
H -1.752 3.934 -1.563
H -1.840 2.504 -2.016
O -3.377 1.463 -0.544
H -2.650 1.788 -0.003
H -3.479 0.521 -0.343
O 0.923 -4.363 1.459
H 0.199 -4.595 0.866
H 0.659 -3.561 1.953
O 2.642 -2.459 1.433
H 2.942 -2.822 2.275
H 2.649 -3.248 0.876
O 1.505 2.610 -3.704
H 2.126 2.858 -3.001
H 0.675 2.695 -3.202
O 0.778 -0.092 -3.706
H 1.479 0.047 -3.046
H 0.649 0.540 -4.409
O -1.784 0.678 -3.494
H -2.439 0.567 -2.790
H -1.954 -0.113 -4.019
O 0.501 -2.710 -3.733
H 0.172 -2.859 -2.847
H 0.441 -1.763 -3.995
O 2.599 -0.631 -1.841
H 1.924 -0.600 -1.152
H 3.338 -0.123 -1.484
```

Output
Energy above the lowest of the compared OMol25 structures with the same formula, charge and spin: 106.5 kcal/mol
Calculated total energy: -32339.436 eV
SMILES: CCNC[C@@H](C)NC.O.O.O.O.O.O.O.O.O.O.O
F_max: 0.0670 Eh/bohr